Below is a molecular structure, AlH2O at a distorted geometry, with properties calculated with wB97M-V/def2-TZVPD.

The value obtained for the HOMO-LUMO gap (spin up / spin down) is 12.07 / 5.09 eV. The spin multiplicity is 2. As for the total energy: -317.97850 Eh. The charge is +2. The calculation puts the molar mass at 45.0 Da.

XYZ file:
```
4
AlH2O, DFT wB97M-V/def2-TZVPD
O 0.22696 -0.31130 -0.28295
H 0.79722 0.15434 -0.89467
Al -1.05527 1.29669 1.89824
H 0.03108 -1.13974 -0.72062
```

Table of Löwdin atomic charges, one value per atom, all in e: 0.2535, 0.1494, 1.4409, 0.1563


Below is 2 unconnected molecules or ions with the total composition C3H8N2O at a distorted geometry, with properties calculated with wB97M-V/def2-TZVPD.

The value obtained for the HOMO-LUMO gap (spin up / spin down) is 3.57 / 9.10 eV. The spin multiplicity is 2. As for the total energy: -303.74094 Eh. The charge is -1. The calculation puts the molar mass at 88.1 Da.

XYZ file:
```
14
C3H8N2O, DFT wB97M-V/def2-TZVPD
C 2.16192 0.86594 1.41799
H 1.56772 -0.44395 0.01980
O -0.76065 -0.59994 -0.68040
C -2.00012 -0.92890 -1.10660
H -2.11182 -2.00360 -1.00716
H -2.88282 0.75349 -2.14420
N 2.80927 1.29941 2.47297
H 2.06264 1.66219 3.05938
H -3.72717 -0.85502 -2.16713
H -0.47615 0.26141 -1.09265
N 2.04322 -0.37886 0.92369
H 2.85811 -0.97167 0.99572
H 1.41436 1.57233 1.02367
C -2.95852 -0.23282 -1.71507
```

Here are the Löwdin charges for atoms 1 to 6, given in e: -0.5229, 0.0257, -0.1831, -0.4954, 0.0889, 0.0151


Below is 2 unconnected molecules or ions with the total composition C5H15NP at a distorted geometry, with properties calculated with wB97M-V/def2-TZVPD.

The value obtained for the HOMO-LUMO gap (spin up / spin down) is 7.97 / 7.66 eV. As for the total energy: -595.21139 Eh. The charge is +1. The calculation puts the molar mass at 120.2 Da.

XYZ file:
```
22
C5H15NP, DFT wB97M-V/def2-TZVPD
H 0.82240 -1.99931 -1.32983
H -3.60262 -0.83072 0.13132
H 3.09868 -0.03886 0.36625
P -2.49882 -0.24507 -0.38648
H -0.17462 0.51753 -1.93698
C 0.75774 0.37516 -0.03938
C -2.63040 1.20036 0.88290
H -0.10569 -2.76971 -0.17085
H 1.35803 -0.13413 -2.09363
C 2.12437 0.63058 0.66194
C 0.08930 -0.93827 0.29998
H -1.98011 1.00578 1.74700
H 2.32928 1.59406 0.43576
H 1.61561 -2.34888 0.06916
H -3.65670 1.54392 1.12524
C 0.76165 0.63458 -1.52536
H -2.24537 1.99062 0.37455
H 1.28963 1.51416 -1.71908
H -0.03541 1.05006 0.37806
N 0.66135 -2.14360 -0.35038
H 2.04952 0.58360 1.69120
H -0.02780 -1.19187 1.38861
```

Here are the Löwdin charges for atoms 1 to 6, given in e: 0.1352, -0.1690, 0.1483, 0.9205, 0.0232, -0.4564


Below is a single C2HFN2OS molecule at a distorted geometry, with properties calculated with wB97M-V/def2-TZVPD.

The value obtained for the HOMO-LUMO gap is 9.32 eV. As for the total energy: -759.52477 Eh. The calculation puts the molar mass at 120.1 Da.

XYZ file:
```
8
C2HFN2OS, DFT wB97M-V/def2-TZVPD
F -2.33029 -0.76409 -0.10402
C -1.10197 -0.58715 0.05636
S 2.57640 -0.47884 -0.07700
N -0.07330 -1.22047 -0.03921
C 1.02392 -0.30176 -0.05960
N 0.36452 0.91995 -0.11913
H 0.51100 1.70279 0.45522
O -0.97029 0.72957 -0.11262
```

Here are the Löwdin charges for atoms 1 to 6, given in e: 0.2517, -0.5216, 0.7345, 0.1981, -0.9180, 0.0342


These records have ΔE to the lowest compared entry with this formula, charge and spin values of 0.00 56.88 82.66 41.16 kcal/mol, in the order they appear.